#1
Density functional theory data (wB97M-V/def2-TZVPD) for a cluster of 6 separate species, H11O5S in total.

Summary:
* orbital gap (alpha / beta): 11.35 / 7.22 eV
* ⟨S²⟩: 0.753
* E_HOMO (alpha / beta): -11.48 / -11.03 eV
* lowest unoccupied orbital energy (alpha / beta): -0.0051 / -0.1399 hartree
* multiplicity: 2

```
17
H11O5S | OMol25 | wB97M-V/def2-TZVPD
S 0.294 -0.152 -0.480
H 1.314 0.505 -1.058
H 1.732 1.997 0.617
H 1.085 3.172 1.324
O 1.925 2.706 1.239
H 1.164 -3.784 2.310
H 0.772 -4.748 3.372
O 1.306 -4.700 2.578
H -0.571 -2.562 1.880
H -0.487 -1.137 2.462
O -0.557 -2.065 2.704
H 0.761 3.500 -2.434
H 0.156 2.550 -1.414
O -0.085 3.185 -2.089
H -3.127 0.010 -3.077
H -2.437 1.009 -4.050
O -3.243 0.515 -3.883
```

These are the Löwdin partial charges, in e, on atoms 1 to 4: 0.438, -0.273, -0.047, 0.041

***

#2
Density functional theory data (wB97M-V/def2-TZVPD) for a cluster of 6 separate species, H11O5S in total.

Summary:
* orbital gap (alpha / beta): 11.46 / 7.19 eV
* ⟨S²⟩: 0.753
* E_HOMO (alpha / beta): -11.54 / -11.30 eV
* lowest unoccupied orbital energy (alpha / beta): -0.0029 / -0.1513 hartree
* multiplicity: 2

```
17
H11O5S | OMol25 | wB97M-V/def2-TZVPD
S 0.276 2.588 -0.902
H -0.139 3.309 0.138
H -0.325 -1.130 -2.339
H 0.156 0.192 -1.753
O 0.446 -0.709 -1.927
H 0.606 -2.133 -0.251
H 1.599 -1.735 0.829
O 1.054 -2.469 0.536
H 2.251 -0.202 -0.088
H 1.992 1.237 0.272
O 2.520 0.474 0.546
H -0.191 0.098 2.063
H -0.531 1.298 1.186
O -0.839 0.806 1.953
H -2.871 0.208 0.139
H -2.676 -1.269 -0.186
O -3.327 -0.562 -0.216
```

These are the Löwdin partial charges, in e, on atoms 1 to 4: 0.560, -0.229, 0.063, -0.054

***

Relative energies in hartree: #1 0.0116; #2 0.0000

***

#1
Density functional theory data (wB97M-V/def2-TZVPD) for a cluster of 2 separate species, C2H5N4 in total.

Summary:
* orbital gap: 9.53 eV
* charge: +1
* E_HOMO: -14.90 eV
* lowest unoccupied orbital energy: -0.1974 hartree

```
11
C2H5N4 | OMol25 | wB97M-V/def2-TZVPD
C -0.476 0.582 2.005
C 0.371 0.249 -0.801
N -1.072 1.360 2.609
N -0.179 -0.013 -1.924
N 0.469 -0.222 1.508
N 0.226 -0.506 0.211
H 0.625 1.355 -0.658
H -0.020 0.666 -2.618
H -0.305 -0.933 -2.318
H 1.011 -0.923 2.057
H -0.651 -1.614 -0.071
```

These are the Löwdin partial charges, in e, on atoms 1 to 4: -0.279, -0.187, 0.211, 0.198

***

#2
Density functional theory data (wB97M-V/def2-TZVPD) for a cluster of 2 separate species, C2H5N4 in total.

Summary:
* orbital gap (alpha / beta): 7.42 / 7.40 eV
* charge: +1
* E_HOMO (alpha / beta): -14.48 / -14.48 eV
* lowest unoccupied orbital energy (alpha / beta): -0.2594 / -0.2600 hartree

```
11
C2H5N4 | OMol25 | wB97M-V/def2-TZVPD
C -1.208 0.255 0.158
C 0.249 -0.325 0.252
N -1.665 -0.964 -0.061
N -0.256 -1.468 -0.115
N -1.711 1.488 0.024
N 2.590 -0.429 -0.181
H 0.183 -2.347 -0.390
H -1.232 2.326 0.343
H -2.677 1.484 -0.007
H 2.725 0.317 -0.726
H 3.002 -0.337 0.701
```

These are the Löwdin partial charges, in e, on atoms 1 to 4: -0.299, 0.166, 0.148, 0.110

***

Relative energies in hartree: #1 0.0000; #2 0.1429

***

#1
Density functional theory data (wB97M-V/def2-TZVPD) for a cluster of 2 separate species, C3H8NO3 in total.

Summary:
* orbital gap: 4.60 eV
* charge: -1
* E_HOMO: -3.72 eV
* lowest unoccupied orbital energy: 0.0327 hartree

```
15
C3H8NO3 | OMol25 | wB97M-V/def2-TZVPD
O -0.116 1.058 -1.857
C 0.731 1.231 -0.913
N 0.700 0.221 0.233
C 0.152 -0.970 0.082
O 0.330 -2.157 1.024
C 0.579 2.584 -0.128
H 1.791 1.181 -1.224
H -0.964 -1.003 0.105
H 0.461 -1.508 -0.850
H -0.390 2.913 0.237
H 0.936 3.365 -0.792
H 1.257 2.439 0.710
H -0.628 -2.447 1.082
H -2.892 -3.501 1.238
O -1.949 -3.408 1.053
```

These are the Löwdin partial charges, in e, on atoms 1 to 4: -0.123, -0.637, 0.202, -0.288

***

#2
Density functional theory data (wB97M-V/def2-TZVPD) for a cluster of 2 separate species, C3H8NO3 in total.

Summary:
* orbital gap: 7.10 eV
* charge: -1
* E_HOMO: -3.45 eV
* lowest unoccupied orbital energy: 0.1342 hartree

```
15
C3H8NO3 | OMol25 | wB97M-V/def2-TZVPD
O -0.351 1.604 -1.511
C 0.360 0.687 -1.075
N -0.126 -0.236 -0.250
C -1.604 -0.373 -0.153
O -1.750 -1.506 0.492
C 1.962 0.824 -1.046
H 0.528 -0.786 0.137
H -2.112 -0.687 -1.122
H -1.962 0.657 0.367
H 2.483 1.082 -2.008
H 2.276 1.817 -0.684
H 2.443 0.085 -0.514
H -0.056 -0.652 2.433
H -1.332 -1.318 2.045
O -0.758 -1.199 2.889
```

These are the Löwdin partial charges, in e, on atoms 1 to 4: -0.030, -0.520, 0.070, -0.463

***

Relative energies in hartree: #1 0.1749; #2 0.0000

***

#1
Density functional theory data (wB97M-V/def2-TZVPD) for a cluster of 2 separate species, C5H12O2S in total.

Summary:
* orbital gap: 9.40 eV
* E_HOMO: -8.73 eV
* lowest unoccupied orbital energy: 0.0247 hartree

```
20
C5H12O2S | OMol25 | wB97M-V/def2-TZVPD
C -0.219 -2.558 0.411
C 1.764 -0.986 -0.431
C 0.506 -0.393 1.556
C -0.239 2.656 -0.250
C 0.641 -1.292 0.578
O -0.799 0.524 -1.773
O -2.698 1.873 -0.664
S -1.259 1.064 -0.508
H -1.107 -2.374 1.028
H -0.546 -2.721 -0.602
H 0.297 -3.442 0.713
H 2.583 -0.546 0.200
H 1.331 -0.188 -1.041
H 2.257 -1.715 -0.978
H -3.262 1.565 -1.331
H -0.255 -0.527 2.171
H 1.129 0.429 1.621
H -0.701 3.557 -0.697
H -0.104 2.712 0.816
H 0.683 2.362 -0.820
```

These are the Löwdin partial charges, in e, on atoms 1 to 4: -0.043, -0.059, -0.019, -0.179

***

#2
Density functional theory data (wB97M-V/def2-TZVPD) for a structure of composition C5H12O2S.

Summary:
* orbital gap: 8.64 eV
* E_HOMO: -8.01 eV
* lowest unoccupied orbital energy: 0.0234 hartree

```
20
C5H12O2S | OMol25 | wB97M-V/def2-TZVPD
C 0.225 -2.573 -0.707
C 0.339 1.878 1.512
C -0.081 -1.086 -1.249
C 0.952 0.950 0.481
C -0.537 -0.162 -0.216
O 1.456 1.425 -0.695
O -1.156 -0.613 0.948
S -1.515 1.268 -0.940
H -0.244 -2.818 0.338
H -0.154 -3.357 -1.311
H 1.252 -2.644 -0.601
H -0.259 1.322 2.333
H 1.244 2.501 1.957
H -0.295 2.551 0.916
H 0.960 -0.774 -1.607
H -0.750 -0.932 -2.145
H 1.558 0.131 0.978
H 0.914 2.210 -0.904
H -1.344 0.170 1.511
H -2.566 0.552 -0.599
```

These are the Löwdin partial charges, in e, on atoms 1 to 4: -0.059, -0.106, -0.231, -0.389

***

Relative energies in hartree: #1 0.0000; #2 0.0153

***

#1
Density functional theory data (wB97M-V/def2-TZVPD) for a cluster of 2 separate species, C4H10NO3 in total.

Summary:
* orbital gap (alpha / beta): 4.91 / 8.28 eV
* ⟨S²⟩: 0.754
* E_HOMO (alpha / beta): -4.29 / -7.98 eV
* lowest unoccupied orbital energy (alpha / beta): 0.0228 / 0.0111 hartree
* multiplicity: 2

```
18
C4H10NO3 | OMol25 | wB97M-V/def2-TZVPD
O -0.900 -1.059 1.854
C 0.122 -0.476 1.447
C 0.355 -0.279 -0.031
C 1.839 0.149 -0.182
C 2.234 0.164 -1.610
O 1.413 0.149 -2.507
N -0.708 0.682 -0.599
H 0.887 -0.031 2.124
H 0.144 -1.282 -0.394
H 2.164 1.195 -0.001
H 2.306 -0.619 0.459
H 3.305 0.378 -1.843
H -0.675 0.602 -1.626
H -1.592 0.236 -0.330
H -0.616 1.657 -0.310
H -3.957 0.798 1.494
H -3.431 -0.605 1.300
O -3.141 0.320 1.351
```

These are the Löwdin partial charges, in e, on atoms 1 to 4: -0.121, -0.408, -0.310, -0.137

***

#2
Density functional theory data (wB97M-V/def2-TZVPD) for a structure of composition C4H10NO3.

Summary:
* orbital gap (alpha / beta): 4.94 / 4.59 eV
* ⟨S²⟩: 0.756
* E_HOMO (alpha / beta): -8.57 / -8.50 eV
* lowest unoccupied orbital energy (alpha / beta): -0.1333 / -0.1437 hartree
* multiplicity: 2

```
18
C4H10NO3 | OMol25 | wB97M-V/def2-TZVPD
C -2.712 -1.625 -0.901
C -2.890 -0.173 -0.128
N -1.676 0.571 0.242
C -1.207 -0.468 0.955
C 2.324 -0.323 -0.077
O 2.853 0.805 0.041
O 2.838 -1.429 -0.240
H -3.675 -1.639 -1.421
H -1.971 -1.640 -1.703
H -2.679 -2.541 -0.306
H -3.617 -0.156 0.699
H -3.392 0.335 -0.978
H -1.304 -0.594 2.042
H -0.593 -1.220 0.448
H 1.191 -0.304 0.105
H -0.067 1.804 0.438
H 1.401 1.895 -0.010
O 0.645 2.418 0.313
```

These are the Löwdin partial charges, in e, on atoms 1 to 4: -0.050, -0.209, 0.126, 0.131

***

#3
Density functional theory data (wB97M-V/def2-TZVPD) for a cluster of 2 separate species, C4H10NO3 in total.

Summary:
* orbital gap (alpha / beta): 4.15 / 8.25 eV
* ⟨S²⟩: 0.754
* E_HOMO (alpha / beta): -3.92 / -8.22 eV
* lowest unoccupied orbital energy (alpha / beta): 0.0086 / 0.0011 hartree
* multiplicity: 2

```
18
C4H10NO3 | OMol25 | wB97M-V/def2-TZVPD
O 0.200 -2.167 2.142
C 0.845 -1.499 1.318
C 0.199 -0.259 0.681
C 1.170 0.892 0.628
C 1.589 1.402 -0.730
O 1.011 1.151 -1.751
N -1.206 0.051 1.124
H 1.772 -1.820 0.802
H 0.002 -0.664 -0.340
H 0.823 1.820 1.114
H 2.055 0.684 1.235
H 2.650 1.789 -0.738
H -1.785 0.003 0.255
H -1.348 -0.640 1.896
H -1.346 1.030 1.377
H -2.963 -0.596 -3.114
H -1.524 -0.353 -3.236
O -2.145 -0.823 -2.662
```

These are the Löwdin partial charges, in e, on atoms 1 to 4: -0.149, -0.395, -0.330, -0.152

***

Relative energies in hartree: #1 0.0000; #2 0.1331; #3 0.0205

***

#1
Density functional theory data (wB97M-V/def2-TZVPD) for the molecule C5H9O7.

Summary:
* orbital gap (alpha / beta): 6.64 / 7.98 eV
* ⟨S²⟩: 3.761
* E_HOMO (alpha / beta): -6.14 / -10.27 eV
* lowest unoccupied orbital energy (alpha / beta): 0.0184 / -0.0840 hartree
* multiplicity: 4

```
21
C5H9O7 | OMol25 | wB97M-V/def2-TZVPD
O -2.002 0.265 -0.089
O -3.008 1.105 -0.555
H -0.390 1.569 0.262
C -0.747 0.759 -0.388
C -1.120 1.319 -1.727
O -1.481 2.438 -2.009
H -0.894 0.502 -2.485
C 0.330 -0.435 -0.276
C -0.358 -1.802 -0.289
C 1.054 -0.144 1.096
O 0.083 -0.186 2.139
O 0.833 0.054 3.385
O 1.232 -0.464 -1.362
O 1.827 0.918 -1.403
H -1.007 -1.996 0.571
H -0.919 -1.942 -1.208
H 0.399 -2.585 -0.278
H 1.831 -0.916 1.236
H 1.499 0.854 0.957
H 0.095 0.063 4.018
H 2.742 0.624 -1.594
```

These are the Löwdin partial charges, in e, on atoms 1 to 4: -0.070, 0.066, 0.161, -0.235

***

#2
Density functional theory data (wB97M-V/def2-TZVPD) for a cluster of 2 separate species, C5H9O7 in total.

Summary:
* orbital gap (alpha / beta): 7.63 / 7.12 eV
* ⟨S²⟩: 3.762
* E_HOMO (alpha / beta): -7.11 / -9.30 eV
* lowest unoccupied orbital energy (alpha / beta): 0.0191 / -0.0804 hartree
* multiplicity: 4

```
21
C5H9O7 | OMol25 | wB97M-V/def2-TZVPD
O -0.439 -0.003 0.927
O -1.445 0.421 0.319
H 1.267 0.327 0.114
O 2.213 0.523 -0.155
C 2.954 -0.536 -0.220
C 4.339 -0.423 -0.717
C 4.563 -0.572 -2.212
C 5.096 -1.624 0.039
O 4.584 -2.725 0.137
C 6.457 -1.308 0.669
O 6.387 -0.419 1.732
O 4.809 0.887 -0.499
O 4.450 1.228 0.876
H 2.443 -1.507 -0.212
H 4.163 -1.520 -2.578
H 4.059 0.263 -2.717
H 5.644 -0.517 -2.404
H 6.806 -2.229 1.149
H 7.171 -0.989 -0.113
H 5.739 0.300 1.548
H 3.600 1.710 0.768
```

These are the Löwdin partial charges, in e, on atoms 1 to 4: 0.003, 0.067, 0.096, 0.020

***

Relative energies in hartree: #1 0.2149; #2 0.0000